# 1
# H10O4S2

A 5-piece molecular cluster, H10O4S2 overall in a non-equilibrium geometry (ωB97M-V/def2-TZVPD, the OMol25 dataset).

Each line ends with the Löwdin charge.
CARTESIAN COORDINATES (ANGSTROEM)
S  1.58  -0.94  -1.77  0.546
S  1.58  -1.29  0.13  0.560
H  0.93  -1.86  -2.44  -0.106
H  0.16  -1.11  0.35  -0.033
H  -1.58  0.58  -1.02  -0.087
H  -2.86  -0.31  -0.76  0.136
O  -2.39  0.60  -0.73  -0.010
H  -2.95  -0.04  1.61  0.055
H  -2.40  1.19  0.92  -0.007
O  -2.73  0.91  1.79  -0.084
H  0.80  0.16  2.96  0.070
H  -0.73  0.51  2.90  -0.008
O  -0.13  -0.21  2.94  -0.074
H  -0.37  3.17  -1.72  0.125
H  0.83  2.30  -1.09  -0.009
O  -0.05  2.59  -0.92  -0.073

Values from the calculation:
Max |F| in eV/Å: 8.26
ΔE to the lowest compared entry with this formula, charge and spin in kJ/mol: 106.0
Multiplicity: 2
HOMO-LUMO gap (spin up / spin down) in eV: 8.592 / 4.196
Total charge: +1
Energy in a.u.: -1102.9262
Highest occupied orbital energy (spin up / spin down) in eV: -13.74 / -13.74


# 2
# C20H30N2O5

One molecule with the formula C20H30N2O5 (ωB97M-V/def2-TZVPD, the OMol25 dataset).

Each line ends with the Löwdin charge.
CARTESIAN COORDINATES (ANGSTROEM)
C  0.72  4.66  -2.73  -0.080
H  1.69  5.03  -3.04  0.095
O  0.92  3.30  -2.42  -0.059
C  -0.15  2.57  -2.01  -0.192
C  -1.44  3.05  -1.84  -0.007
C  -2.46  2.23  -1.40  -0.037
C  -2.20  0.89  -1.13  -0.148
C  -0.91  0.39  -1.32  0.049
C  0.12  1.20  -1.74  -0.166
O  1.41  0.82  -1.95  0.011
C  1.80  -0.51  -1.69  -0.326
C  1.99  -0.77  -0.19  -0.092
H  1.04  -0.66  0.34  0.108
H  2.69  -0.03  0.20  0.134
C  2.54  -2.18  0.02  -0.142
N  3.79  -2.34  -0.69  -0.069
C  5.02  -2.47  -0.14  -0.501
O  6.02  -2.50  -0.83  0.047
C  5.10  -2.59  1.37  0.002
H  6.15  -2.71  1.64  0.084
H  4.54  -3.46  1.71  0.083
H  4.71  -1.69  1.85  0.082
C  3.66  -2.14  -2.11  -0.130
C  3.13  -0.74  -2.41  -0.090
H  2.99  -0.61  -3.49  0.126
H  3.84  0.01  -2.07  0.133
H  4.64  -2.28  -2.56  0.122
H  2.97  -2.89  -2.52  0.132
H  2.68  -2.37  1.09  0.111
H  1.82  -2.91  -0.37  0.134
H  1.05  -1.21  -2.10  0.156
H  -0.76  -0.66  -1.13  0.116
C  -3.22  -0.07  -0.63  -0.464
O  -3.16  -1.27  -0.83  0.070
N  -4.23  0.50  0.09  0.071
H  -4.09  1.43  0.44  0.128
C  -5.12  -0.32  0.88  -0.138
C  -4.37  -0.90  2.10  -0.188
O  -3.59  0.11  2.71  -0.132
C  -2.18  -0.08  2.68  -0.458
C  -1.53  1.30  2.71  -0.032
H  -0.45  1.20  2.75  0.079
H  -1.79  1.86  1.81  0.067
H  -1.88  1.85  3.58  0.084
C  -1.73  -0.93  3.86  -0.038
H  -0.65  -1.08  3.83  0.077
H  -2.22  -1.90  3.84  0.076
H  -1.99  -0.44  4.79  0.084
H  -1.90  -0.59  1.74  0.131
H  -5.10  -1.27  2.84  0.123
H  -3.74  -1.73  1.77  0.119
H  -5.96  0.30  1.20  0.121
H  -5.48  -1.15  0.26  0.124
H  -3.45  2.63  -1.29  0.113
H  -1.66  4.09  -2.05  0.105
H  0.00  4.79  -3.55  0.098
H  0.38  5.23  -1.86  0.097

Values from the calculation:
Max |F| in eV/Å: 0.49
ΔE to the lowest compared entry with this formula, charge and spin in kJ/mol: 246.5
Multiplicity: 1
SMILES: COc1ccc(C(=O)NCCOC(C)C)cc1OC1CCN(C(C)=O)CC1
HOMO-LUMO gap in eV: 8.937
Total charge: 0
Energy in a.u.: -1265.8357
Highest occupied orbital energy in eV: -8.36